[1]
The following is a quantum chemistry calculation of C16H26O2SbSe4W as an isolated structure, from OMol25.

Output
Total charge: +1
Spin multiplicity: 3
Expectation value of S²: 2.1062
Gap between HOMO and LUMO (spin up / spin down): 6.88 / 5.84 eV
LUMO level (spin up / spin down): -4.42 / -5.57 eV
Highest occupied orbital energy (spin up / spin down): -11.3 / -11.4 eV

The geometry in XYZ format:
```
50
C16H26O2SbSe4W wB97M-V/def2-TZVPD
W -0.95287 -0.62108 1.66196
Se -2.53614 0.10918 0.10151
Se -2.41101 -2.03246 3.18054
Se -2.54528 0.16762 3.57345
Se 0.90244 -0.30095 3.09262
C 1.57572 -4.81798 -4.66352
C 1.18334 -4.03214 -3.44783
C 2.08918 -3.16886 -2.83933
C 1.74390 -2.39985 -1.74281
C 2.77682 -1.50695 -1.10531
C 0.44112 -2.54649 -1.21913
C -0.49400 -3.42544 -1.79949
C -1.91481 -3.55367 -1.32291
C -0.09847 -4.13698 -2.91901
C 0.10777 -1.79422 -0.02424
O 0.37529 -0.56918 0.16176
O -0.52361 -2.32164 0.98935
H 2.65264 -4.97009 -4.70379
H 1.28186 -4.27919 -5.56707
H 1.07845 -5.78651 -4.68453
H 3.09506 -3.09435 -3.23515
H 3.71163 -1.56899 -1.65810
H 2.97840 -1.80906 -0.07545
H 2.46379 -0.46473 -1.09014
H -2.01072 -3.50186 -0.24113
H -2.33832 -4.50221 -1.64787
H -2.53111 -2.75995 -1.75155
H -0.81158 -4.80021 -3.39462
C -1.30964 3.53998 4.29655
C -0.05520 3.16388 3.51817
Sb -0.42093 2.15816 1.62171
C -1.55490 3.44092 0.27246
C -2.95114 3.81154 0.75132
C 1.49636 2.31195 0.64524
C 1.92489 3.75590 0.38632
H -1.02376 4.11275 5.17999
H -1.85231 2.66328 4.64697
H -1.98743 4.15731 3.70819
H 0.59413 2.48723 4.06940
H 0.51267 4.04912 3.23054
H -1.57824 2.87109 -0.65502
H -0.90957 4.31082 0.16069
H -3.53894 2.93116 1.01490
H -3.48258 4.32089 -0.05460
H -2.91967 4.48815 1.60400
H 1.41638 1.74589 -0.28114
H 2.19983 1.80614 1.30608
H 1.28294 4.25072 -0.34097
H 2.94045 3.76153 -0.01050
H 1.92714 4.34981 1.30151
```

Here are the Löwdin charges for atoms 1 to 5, given in e: atom 1 (W): 0.260, atom 2 (Se): 0.315, atom 3 (Se): 0.313, atom 4 (Se): 0.184, atom 5 (Se): 0.304


[2]
The following is a quantum chemistry calculation of C16H26O5 in the gas phase, from OMol25.

Output
SMILES string: COC(C[C@H](O)[C@@H](C)[C@H](O)COCc1ccccc1)OC
Relative energy (zero: lowest compared OMol25 entry of this formula, charge and spin): 1.219 eV
Gap between HOMO and LUMO: 9.76 eV
LUMO level: 0.73 eV
Highest occupied orbital energy: -9.0 eV

The geometry in XYZ format:
```
47
C16H26O5 wB97M-V/def2-TZVPD
C -4.60565 -2.29206 -1.46097
O -3.97610 -2.44924 -0.20192
C -3.48202 -1.27497 0.37774
C -2.44620 -0.53935 -0.48003
C -1.73629 0.56041 0.31893
O -2.60294 1.65127 0.55902
C -0.47040 1.07764 -0.39294
C -0.80414 1.66710 -1.76153
C 0.23292 2.10878 0.51720
O -0.40468 3.35821 0.51845
C 1.69123 2.33302 0.11077
O 2.39279 1.12337 0.25503
C 3.75467 1.23919 -0.07578
C 4.46664 -0.07588 0.10024
C 3.81834 -1.18116 0.63022
C 4.49543 -2.37840 0.78871
C 5.82539 -2.48112 0.42129
C 6.47810 -1.37974 -0.10789
C 5.80264 -0.18418 -0.26836
O -4.51376 -0.36116 0.67816
C -5.41464 -0.81409 1.66834
H -5.27639 -1.42891 -1.45979
H -5.18084 -3.20162 -1.62302
H -3.86889 -2.18234 -2.26210
H -3.01483 -1.62922 1.31329
H -2.95530 -0.08444 -1.32978
H -1.72023 -1.27049 -0.83534
H -1.42437 0.13138 1.28925
H -3.48377 1.28727 0.73255
H 0.22040 0.23771 -0.50552
H 0.06442 2.16581 -2.18071
H -1.11199 0.88493 -2.45022
H -1.60499 2.39563 -1.66842
H 0.25101 1.69187 1.53994
H -1.35135 3.17779 0.61995
H 1.74870 2.69571 -0.92536
H 2.11516 3.11213 0.76116
H 4.23402 2.00213 0.56306
H 3.86177 1.57861 -1.12109
H 2.78237 -1.08974 0.91481
H 3.98148 -3.23408 1.20207
H 6.35349 -3.41505 0.54596
H 7.51649 -1.45333 -0.39659
H 6.31304 0.67452 -0.68166
H -5.86296 -1.76855 1.38216
H -6.18598 -0.05159 1.75178
H -4.90180 -0.93380 2.62897
```

Here are the Löwdin charges for atoms 1 to 5, given in e: atom 1 (C): -0.082, atom 2 (O): -0.123, atom 3 (C): -0.406, atom 4 (C): -0.058, atom 5 (C): -0.339


| no. | molecular weight (Da) | F_max (eV Å⁻¹) |
| --- | --- | --- |
| 1 | 871.8 | 6.1 |
| 2 | 298.4 | 0.8 |